Entry one
{
  "formula": "CH7N2S",
  "method": "ωB97M-V/def2-TZVPD",
  "homo_ev": -2.91,
  "orbital_gap_ev": 7.30,
  "charge": -1,
  "lumo_ev": 4.396,
  "mol_weight_g_mol": 79.15,
  "elements": ["H", "N", "H", "H", "H", "C", "N", "S", "H", "H", "H"],
  "coordinates": [[-1.043, 0.652, 1.860], [0.522, -0.536, 1.142], [-1.703, -0.472, -0.178], [0.025, -1.397, 1.282], [0.106, 1.509, 0.858], [-0.395, 0.547, 0.984], [-1.336, 0.486, -0.172], [1.980, -0.530, -1.865], [-0.815, 0.540, -1.054], [1.627, -0.174, -3.123], [1.033, -0.626, 0.265]],
  "mulliken_charge": [0.34, -0.54, 0.22, 0.22, 0.33, -0.41, -0.68, -0.86, 0.29, -0.04, 0.12]
}


Entry two
{
  "formula": "CH7N2S",
  "method": "ωB97M-V/def2-TZVPD",
  "homo_ev": -2.94,
  "orbital_gap_ev": 7.20,
  "charge": -1,
  "lumo_ev": 4.264,
  "mol_weight_g_mol": 79.15,
  "elements": ["H", "N", "H", "H", "C", "S", "H", "H", "H", "N", "H"],
  "coordinates": [[2.806, 0.763, -0.199], [-0.704, -1.045, -1.092], [-0.985, -2.214, 0.667], [0.255, -0.688, -0.920], [-1.302, -1.265, 0.238], [1.507, 1.281, -0.192], [-2.347, -1.574, 0.015], [-1.227, -0.334, -1.606], [-1.422, -0.640, 2.115], [-1.218, -0.202, 1.230], [-0.292, 0.269, 1.190]],
  "mulliken_charge": [-0.01, -0.56, 0.28, 0.20, -0.42, -0.88, 0.31, 0.26, 0.20, -0.53, 0.16]
}


entry one takes first place; second place is 0.289 eV up.


Entry one
{
  "formula": "H14O6S",
  "method": "ωB97M-V/def2-TZVPD",
  "homo_ev": -9.71,
  "smiles": "O.O.O.O.O.O.S",
  "orbital_gap_ev": 9.98,
  "lumo_ev": 0.266,
  "mol_weight_g_mol": 142.17,
  "elements": ["H", "O", "O", "H", "O", "S", "H", "H", "H", "H", "O", "H", "H", "H", "O", "O", "H", "H", "H", "H", "H"],
  "coordinates": [[2.020, 4.152, 1.188], [-2.407, -1.859, -0.207], [1.849, 0.857, -0.425], [-1.506, -2.192, -0.100], [1.386, 3.720, 1.769], [-1.969, -6.808, 0.374], [1.837, 2.921, 2.062], [-1.293, 1.690, -0.965], [0.658, 5.728, -1.606], [0.959, -1.966, 0.577], [0.479, 5.036, -0.945], [1.734, -0.016, -0.805], [-0.675, -7.091, 0.514], [0.986, 1.103, -0.084], [1.025, -2.491, 1.385], [-0.841, 1.055, -1.535], [-0.483, 5.050, -0.889], [-1.293, 1.241, -2.369], [1.977, -2.652, 1.388], [-2.747, -1.922, 0.693], [-1.697, -5.555, -0.020]],
  "mulliken_charge": [0.31, -0.63, -0.60, 0.30, -0.63, -0.27, 0.31, 0.31, 0.30, 0.29, -0.59, 0.26, 0.14, 0.34, -0.62, -0.57, 0.30, 0.27, 0.32, 0.32, 0.13]
}


Entry two
{
  "formula": "H14O6S",
  "method": "ωB97M-V/def2-TZVPD",
  "homo_ev": -9.93,
  "smiles": "O.O.O.O.O.O.S",
  "orbital_gap_ev": 10.15,
  "lumo_ev": 0.212,
  "mol_weight_g_mol": 142.17,
  "elements": ["H", "H", "O", "O", "H", "S", "H", "H", "H", "H", "H", "H", "O", "H", "H", "O", "O", "H", "H", "H", "O"],
  "coordinates": [[3.021, 2.340, 0.483], [-1.715, 0.000, -1.514], [-1.360, -0.918, -1.355], [2.651, 1.393, 0.469], [-1.691, 2.348, 1.196], [6.383, -1.450, -1.280], [5.625, -1.153, -2.436], [-3.940, -0.758, 3.285], [-5.147, 0.575, -0.204], [2.037, -2.465, 0.133], [-4.047, 0.055, 1.976], [-3.840, 0.080, -0.546], [1.850, -1.996, -0.729], [1.697, 1.495, 0.745], [6.883, -0.215, -1.331], [-1.000, 2.170, 0.526], [-4.057, 0.130, 2.921], [-0.967, 1.225, 0.398], [-0.403, -0.806, -1.434], [2.697, -1.869, -1.177], [-4.678, -0.180, -0.123]],
  "mulliken_charge": [0.32, 0.31, -0.65, -0.64, 0.34, -0.30, 0.15, 0.31, 0.31, 0.31, 0.35, 0.30, -0.61, 0.33, 0.15, -0.65, -0.65, 0.32, 0.31, 0.31, -0.62]
}


entry one takes first place; second place is 0.055 eV up.